Here is a molecular structure, C37H38Br2F2GaN2O11S2 in a non-equilibrium geometry from the OMol25 dataset. Energies are from ωB97M-V/def2-TZVPD.

Cartesian coordinates (Å):
Br (-0.03315, 1.37237, -3.69350)
Br (-0.40549, 2.53222, -0.83200)
Ga (0.63568, -0.50377, -0.09026)
S (0.48474, 4.07178, 3.07049)
S (1.98922, 1.61935, 3.82744)
F (4.32682, -1.02931, -0.58995)
F (3.18158, 0.98127, -2.69461)
O (-5.56714, -1.44804, 1.35467)
O (0.30594, -2.23276, -0.71505)
O (3.63701, 0.01033, 1.18711)
O (-3.64975, -1.53328, -0.41411)
O (-5.20568, -4.37816, -4.52492)
O (-3.85353, -0.16321, -6.08870)
O (-3.89216, -5.47169, 3.09812)
O (-6.40201, 0.51899, -6.10900)
O (-7.74322, -3.72414, -4.60797)
O (2.42264, -1.05013, -2.69288)
O (-1.90239, -5.52054, 1.37842)
N (2.40883, 0.20442, -0.72375)
N (3.18809, 3.79986, 3.18059)
C (-2.75459, -4.50124, 1.30108)
C (-0.79440, 0.63051, -0.97556)
C (1.86576, 3.26334, 3.35967)
C (3.93505, 4.66542, -0.90382)
C (1.08268, -3.20900, -0.04350)
C (4.27797, 6.53565, 6.23512)
C (4.83797, 5.26616, 6.16627)
C (3.52783, 4.78038, 4.18377)
C (-4.82675, -3.45155, 2.32572)
C (-0.17873, 0.72408, 2.46756)
C (4.35263, 5.55297, 0.07819)
C (4.12738, 5.30554, 1.42873)
C (4.46413, 4.40411, 5.13892)
C (-2.64826, -3.52184, 0.39141)
C (3.08496, 3.23062, 0.82702)
C (-5.42407, -3.24403, -4.91057)
C (3.34815, 6.91520, 5.27239)
C (-7.20726, -1.56915, -5.36752)
C (-4.39411, -2.30624, -5.31350)
C (-3.63122, -2.45606, 0.38306)
C (3.47000, 4.14574, 1.81491)
C (3.81739, -4.23114, -2.20903)
C (2.64399, -0.07270, -2.08489)
C (-6.86085, -2.80068, -4.97333)
C (3.30898, 3.48444, -0.51594)
C (2.95865, 6.04932, 4.26089)
C (-2.45739, 0.25944, -2.85823)
C (-3.85864, -4.53433, 2.31950)
C (1.53368, -4.30752, -1.00743)
C (-0.99606, 0.18499, -2.45471)
C (0.52463, -0.53213, 1.91990)
C (-4.72373, -2.47267, 1.41956)
C (-4.73914, -1.07263, -5.71082)
C (3.43989, -0.23734, 0.04866)
C (-6.17430, -0.62139, -5.75109)
C (0.27917, 1.06830, 3.88697)
C (3.04918, -4.60964, -0.92651)
H (-2.81994, 1.25835, -2.62183)
H (-1.24669, 0.51784, 2.52030)
H (-0.34192, 1.85109, 4.31169)
H (5.55012, 4.93190, 6.90344)
H (-0.60402, -0.81568, -2.59744)
H (-3.06300, -0.50354, -2.37077)
H (-8.23597, -1.24114, -5.41390)
H (-4.36567, 0.63746, -6.31274)
H (2.60910, 2.30241, 1.10375)
H (-5.60856, -3.47513, 3.07162)
H (1.95534, -2.73167, 0.41540)
H (3.47970, -4.09581, -0.07356)
H (4.89330, 3.41514, 5.10000)
H (-1.73384, 0.39787, -0.48503)
H (1.50371, -0.70345, 2.36235)
H (-0.08435, -1.40331, 2.17085)
H (-5.25549, -0.89664, 0.61004)
H (4.08901, 4.87555, -1.94919)
H (-0.00262, 1.57951, 1.82670)
H (4.84738, 6.45986, -0.23739)
H (4.46843, 6.01521, 2.16335)
H (-1.84884, -3.48027, -0.34067)
H (-2.21386, -6.07481, 2.11811)
H (1.26982, -3.98247, -2.00788)
H (2.23277, 6.33846, 3.51952)
H (-2.54561, 0.12348, -3.93082)
H (0.24076, 0.19525, 4.53238)
H (3.16853, -3.79923, -2.96200)
H (4.57595, 7.18796, 7.04123)
H (0.98134, -5.22470, -0.81046)
H (-3.36576, -2.63721, -5.27617)
H (2.98530, 2.74901, -1.23623)
H (-7.21747, -4.51229, -4.36859)
H (0.50306, -3.64285, 0.77810)
H (3.19473, -5.67462, -0.76241)
H (4.60464, -3.51330, -2.00479)
H (4.28806, -5.10636, -2.65395)
H (2.92599, 7.90768, 5.32402)

Force components x, y, z for each atom (eV/Å):
Br 0.2289 -0.6033 -0.5039
Br -0.4400 0.1546 0.7641
Ga -1.0422 0.1872 0.6685
S -0.0061 0.2568 -0.0016
S 0.3399 -0.0219 0.4571
F 0.4746 -0.3139 -0.6080
F 0.4326 0.6285 -0.3125
O 0.1094 -0.0541 -0.0827
O 0.0677 0.0454 0.1082
O 0.1350 0.0542 1.2186
O -0.1240 -0.0631 0.1855
O -0.1935 -0.0949 0.0187
O -0.2328 0.0436 -0.0947
O 0.1613 -0.0900 -0.0631
O 0.1618 0.0563 -0.0590
O 0.1150 -0.0458 0.0052
O -0.3458 -0.9124 -0.6563
O -0.1164 0.0364 0.0491
N 0.5504 -0.8909 -0.6860
N 0.0236 0.8064 -0.2599
C 0.2358 0.0299 -0.2280
C 0.9435 -0.8619 -0.8720
C -0.4298 -0.3002 -0.0654
C -0.0682 -0.1644 0.4037
C -0.3955 0.4278 -0.4417
C 0.0988 -0.5171 -0.1829
C -0.3338 0.0674 -0.3468
C 0.3057 -0.2079 0.4396
C -0.0089 -0.1782 0.1405
C 0.4896 -0.7074 0.4226
C -0.0830 -0.1255 -0.3531
C 0.0711 -0.0266 -0.0175
C 0.0590 0.0541 0.2309
C 0.0869 0.0660 -0.1796
C 0.0297 0.1466 -0.0655
C 0.4206 0.1594 -0.0747
C 0.0493 0.1419 0.1777
C -0.0286 0.1561 -0.0516
C 0.0093 -0.1801 0.0473
C 0.2664 -0.1115 -0.1456
C -0.1256 -0.4768 -0.2991
C 0.1633 -0.1313 0.1851
C -0.2671 0.3068 0.7156
C -0.2833 0.1154 -0.0088
C 0.0218 0.1738 0.3188
C 0.1961 -0.1454 -0.0272
C 0.0883 0.0475 -0.4220
C -0.3470 0.2259 0.1497
C 0.4872 -0.1295 0.3922
C -0.6047 0.6983 0.4610
C -0.1749 0.0067 -0.4921
C -0.2281 0.0670 0.2136
C 0.3052 -0.1359 0.0614
C -0.4531 0.6776 0.0491
C -0.3524 -0.1329 0.0777
C -0.2015 0.1546 -0.4716
C -0.2800 -0.1234 -0.6813
H -0.2237 0.0425 0.0831
H -0.2329 0.2370 -0.2162
H 0.0791 0.1932 0.1840
H 0.1183 0.0030 0.1089
H 0.2419 -0.0525 -0.1114
H 0.1480 0.0958 0.2132
H -0.0059 -0.0148 0.0176
H 0.0365 0.0563 0.0213
H -0.0338 -0.0773 0.0507
H -0.0072 0.0156 -0.0107
H 0.2411 -0.1323 0.0972
H 0.0734 0.0649 0.1778
H -0.0021 -0.1466 -0.1619
H -0.1767 0.3820 0.2402
H 0.1322 0.1646 0.0779
H 0.0135 -0.1848 0.0246
H 0.0428 0.0214 -0.0414
H 0.0893 0.0852 -0.1472
H -0.2145 0.2572 -0.0201
H 0.0911 0.1555 0.1603
H 0.0372 0.1129 0.0898
H 0.0641 0.0780 0.0592
H -0.0159 -0.0109 0.0333
H -0.0342 0.1031 -0.1507
H -0.1171 0.1052 -0.0554
H -0.0899 -0.0404 -0.1987
H 0.1401 -0.1487 0.0851
H -0.1291 0.1571 -0.0560
H -0.0865 0.2478 -0.0032
H -0.1844 -0.0774 0.0185
H 0.0154 0.0442 0.0205
H -0.0258 0.0696 -0.0600
H 0.0472 -0.0175 0.0174
H -0.0560 -0.0739 0.1888
H 0.0188 -0.1319 0.1921
H 0.1062 0.1697 -0.0188
H 0.0725 -0.0817 -0.0577
H -0.1349 0.0834 -0.0597

* F_max: 0.0301 hartree/bohr
* spin multiplicity: 1
* gap between HOMO and LUMO: 5.8 eV
* total charge: -1
* LUMO energy: 0.0 eV
* E: -284057.64524 eV

Results of the Löwdin charge analysis, in e, for atoms 1 through 4: Br 0.6679; Br 0.6342; Ga 0.3912; S 0.7511

Here is a molecular structure, C37H38BrClN8O6ReS in a non-equilibrium geometry from the OMol25 dataset. Energies are from ωB97M-V/def2-TZVPD.

Cartesian coordinates (Å):
Re (2.04698, 0.34297, 1.36213)
Br (-1.05300, 2.47073, 4.22866)
Cl (-5.80311, -1.21251, 2.94849)
S (3.43839, -0.75530, 4.84698)
O (2.88158, 2.57124, 4.49268)
O (-0.13683, -3.57246, -3.32062)
O (3.09333, 1.92460, 0.53433)
O (0.69469, -0.92285, 1.90936)
O (1.63964, 1.47942, 3.02766)
O (0.60618, 1.60113, 0.39983)
N (2.41390, 2.86795, -0.05970)
N (2.19259, -2.55937, -1.84801)
N (5.69096, 0.80568, 4.43861)
N (1.15681, 2.69558, -0.06188)
N (4.54241, -0.05256, 2.62300)
N (3.40984, -0.83526, 2.30297)
N (2.39683, -0.79092, -0.48997)
N (1.61469, -1.43856, -2.42842)
C (-0.86065, 5.04881, 3.02515)
C (1.71933, -3.65492, 4.08031)
C (-1.57675, -0.80258, -5.42623)
C (-0.54653, -2.71520, 2.80188)
C (-2.54909, -2.95656, -4.61109)
C (4.59991, 0.12943, 3.90884)
C (1.90338, 4.77909, 2.45036)
C (3.12621, -1.79792, 3.26400)
C (0.67478, -1.97179, 2.71191)
C (-0.16755, 6.01104, 2.30159)
C (2.04450, 2.56509, 3.62463)
C (1.19274, 5.87634, 1.98795)
C (2.63147, -2.11662, -0.69833)
C (0.89357, -1.47729, -3.70496)
C (0.21700, 3.65235, -0.56814)
C (-1.69470, -2.50487, -1.27127)
C (-2.03123, 4.32707, -0.62957)
C (-4.57479, -1.53115, 1.71431)
C (1.74395, -0.37978, -1.56956)
C (0.53572, -4.25226, 4.32820)
C (-0.56082, -3.10512, -5.90468)
C (-3.70941, -3.00363, 0.03281)
C (-1.05857, 3.52133, -0.10196)
C (-0.42872, 5.34190, -2.17394)
C (0.57776, 4.62765, -1.54814)
C (1.80318, -2.50015, 3.29140)
C (-2.76299, -2.02762, -0.35637)
C (-1.27668, -2.22697, -4.82400)
C (-0.11175, 3.92169, 3.40244)
C (-0.45126, -2.21243, -3.58254)
C (-0.59540, -3.82461, 3.64475)
C (-1.30939, -1.51756, -2.40939)
C (-4.62554, -2.78942, 1.05726)
C (-2.78701, -0.81959, 0.32123)
C (-1.78743, 5.16843, -1.72896)
C (1.25724, 3.77889, 3.13996)
C (-3.65629, -0.55092, 1.38436)
H (-0.80539, -0.62948, -2.03919)
H (5.50118, 1.34232, 5.27649)
H (1.59396, 4.80956, -1.77813)
H (-1.51163, -4.43968, 3.75224)
H (-0.72326, 6.91667, 2.00966)
H (-2.54405, 5.74791, -2.24406)
H (-1.91854, 5.10116, 3.25577)
H (-2.05624, -3.42456, -1.72130)
H (-0.79074, -0.53190, -6.15440)
H (2.98239, 4.71283, 2.17709)
H (-0.19436, 6.08278, -2.89596)
H (-2.52593, -0.81594, -5.93732)
H (2.56321, -4.08680, 4.49742)
H (0.50964, -2.95178, -6.03684)
H (4.00324, -2.51199, 3.30365)
H (-1.05171, -2.98012, -6.87799)
H (1.52543, -2.05132, -4.35398)
H (1.32331, 0.56826, -1.74463)
H (1.66543, 6.66388, 1.46473)
H (0.44833, -5.17246, 4.84977)
H (-2.34747, -3.93203, -4.20982)
H (-2.21281, -0.99767, -2.78776)
H (-1.37549, -2.41905, 2.18875)
H (-5.40350, -3.52348, 1.32626)
H (-0.80278, -2.68584, -0.69547)
H (-3.03434, -2.97903, -5.59665)
H (-0.64252, -4.14432, -5.63668)
H (-3.67058, -3.85946, -0.59575)
H (-3.67928, 0.40448, 1.87740)
H (-3.01711, 4.23301, -0.20787)
H (0.18708, -3.66176, -2.41250)
H (3.07715, -2.81024, 0.03505)
H (6.01041, 1.53761, 3.78607)
H (-2.11904, -0.02986, -0.06969)
H (-1.63661, 0.02930, -4.69540)
H (0.67878, -0.40813, -4.04164)
H (-3.24934, -2.47273, -3.95520)
H (-1.38089, 2.74019, 0.61758)

Force components x, y, z for each atom (eV/Å):
Re 0.7826 -0.2060 1.5663
Br 0.0546 0.3554 -0.0211
Cl 0.5684 -0.0686 -0.3814
S -0.2774 -0.3393 0.7248
O 0.1838 0.8080 -0.0166
O -0.2383 -0.0665 0.5404
O -0.4238 0.4415 -0.5833
O -0.3245 0.5373 -0.4855
O 0.1187 -0.8814 -1.1461
O 0.2107 -0.7216 0.2386
N -0.1504 0.3168 0.2334
N -0.5600 1.1063 -0.5767
N -0.1810 1.3415 -0.2110
N 0.7624 -0.2054 0.0119
N -0.2594 0.0442 0.4430
N -0.9468 1.2718 -2.2881
N -0.8838 0.5982 0.4287
N 0.4195 1.0780 1.5772
C 1.3028 -0.8932 -0.1384
C -0.5204 1.1682 -0.6232
C 1.1029 -0.0505 0.5005
C 1.0413 -0.2472 0.8165
C -1.2721 0.0067 -0.3379
C 0.7032 -0.4301 -0.8828
C 1.0364 0.6402 -0.9587
C 1.4574 -0.4273 1.2794
C -1.4213 -1.4214 -0.5387
C -0.3470 0.7794 -0.0781
C -0.4307 -0.5757 -0.2705
C -1.2577 -0.3781 0.8961
C 0.1322 -0.7473 0.4268
C -0.6466 1.1151 0.0859
C 1.0174 0.8601 -1.0802
C 0.0188 1.3824 -1.4550
C -0.8863 1.0935 -1.5341
C -0.5750 -0.9869 0.1089
C 0.4158 -3.0137 -1.1166
C -1.1599 -0.4647 -0.8139
C -0.0385 0.4050 -0.2790
C 0.1988 1.2130 0.1626
C -0.5382 -0.9817 0.6537
C -1.5583 -0.8653 1.7837
C -1.1667 -0.9269 0.9384
C 1.2219 0.1742 0.8240
C -1.0312 -0.6933 1.6502
C 0.8603 0.6270 -2.3811
C -0.4051 -0.2563 -0.0803
C -0.1520 0.7574 2.3251
C -1.0245 0.3031 -0.5438
C -0.3407 -0.1340 -0.3806
C 0.0129 0.7585 0.0191
C 0.7195 0.9598 -0.6344
C 1.7911 -0.0402 0.2693
C -0.2070 -0.2696 0.9191
C -0.2730 -0.6245 -0.7902
H 0.5969 -0.1644 0.4840
H -0.3660 -0.5313 0.3437
H 0.8863 -0.0946 -0.2706
H 0.5103 0.6891 -0.2207
H 0.4364 -0.4611 -0.0255
H -0.1966 -0.1412 0.3264
H 0.1742 0.1273 -0.0257
H 0.2950 -0.1785 -0.0671
H -0.3470 -0.0431 0.2648
H -0.9273 -0.1451 0.5218
H 0.1521 0.3965 -0.6518
H -0.2720 -0.0901 -0.2940
H 1.8161 -0.4440 0.7220
H 0.0130 0.4561 0.0049
H -0.9841 0.3127 0.0286
H 0.1015 0.0905 0.1843
H 0.2872 0.1395 -0.7006
H -0.2569 0.9212 -0.1604
H 0.5211 0.5741 -0.5461
H 0.2185 -0.5274 0.7054
H -0.1242 -0.6028 -0.0964
H 0.1922 -0.8851 -0.2034
H -0.3551 0.2193 -0.0264
H 0.5838 0.4905 -0.1615
H 0.4395 -0.4208 0.4026
H -0.0687 -0.5301 0.3173
H -0.1572 -0.3989 0.1382
H -0.4318 -1.0733 0.0922
H 0.0938 0.1476 0.1037
H -0.3232 0.0874 -0.1419
H 0.1100 -0.0136 -0.2731
H -0.1626 0.8375 -0.4601
H -0.1117 -0.8679 -0.0436
H -0.2101 -0.3385 0.6790
H 0.0608 -0.5700 -0.1324
H 0.7446 -1.3842 0.3708
H -0.3035 0.4236 0.4304
H 0.7283 0.7670 -0.4151

* F_max: 0.0630 hartree/bohr
* spin multiplicity: 4
* gap between HOMO and LUMO (spin up / spin down): 6.7 / 6.6 eV
* total charge: 0
* LUMO energy (spin up / spin down): -0.4 / -0.8 eV
* E: -158718.52627 eV

Results of the Löwdin charge analysis, in e, for atoms 1 through 4: Re 1.6984; Br 0.7921; Cl 0.6232; S 0.9844